1.
{"formula": "C22H37N2O6S5W", "method": "wB97M-V/def2-TZVPD", "de_lowest_kcal_mol": 0.00, "homo_energy_ev": [-15.3, -15.3], "orbital_gap_ev": [5.28, 5.40], "total_charge": 3, "e_lumo_ev": [-10.036, -9.906], "symbols": ["W", "C", "C", "O", "C", "C", "O", "C", "C", "O", "C", "C", "O", "C", "C", "O", "C", "C", "O", "H", "H", "H", "H", "H", "H", "H", "H", "H", "H", "H", "H", "H", "H", "H", "H", "H", "H", "H", "H", "H", "H", "H", "H", "N", "C", "N", "C", "C", "C", "C", "C", "H", "H", "H", "H", "H", "H", "H", "H", "H", "H", "C", "S", "C", "C", "S", "S", "C", "S", "S", "H", "H", "H"], "positions_angstrom": [[-0.32118, 0.20917, 0.70236], [1.07190, 2.96361, 1.12377], [2.17559, 2.22067, 0.42318], [2.05515, 0.82082, 0.75461], [2.76954, 0.41822, 1.94450], [1.75221, 0.21043, 3.04216], [0.67974, -0.54952, 2.43834], [0.78093, -2.00711, 2.55403], [0.91794, -2.52848, 1.15559], [-0.20650, -1.98379, 0.43083], [-1.29754, -2.91810, 0.16486], [-1.60089, -2.92918, -1.31475], [-1.83268, -1.62586, -1.80933], [-3.05833, -1.06909, -1.37838], [-2.99182, 0.41535, -1.52174], [-1.91437, 1.01845, -0.73417], [-2.21610, 2.40674, -0.51231], [-0.92778, 3.12029, -0.23521], [-0.17724, 2.31987, 0.72919], [1.03158, 4.01512, 0.84386], [1.12791, 2.89415, 2.20871], [3.16155, 2.59193, 0.70077], [2.06606, 2.29008, -0.65882], [3.52007, 1.16151, 2.21069], [3.27832, -0.51646, 1.70808], [1.30548, 1.13102, 3.41395], [2.15903, -0.34267, 3.88705], [-0.15005, -2.34575, 3.00453], [1.61981, -2.26084, 3.19888], [0.90515, -3.61666, 1.12637], [1.82409, -2.17201, 0.66232], [-2.14486, -2.61672, 0.77855], [-0.98728, -3.91293, 0.48109], [-2.45859, -3.58915, -1.48839], [-0.75245, -3.32862, -1.87039], [-3.28238, -1.33369, -0.34232], [-3.89164, -1.42693, -1.99313], [-3.93789, 0.84023, -1.18142], [-2.81567, 0.70691, -2.55866], [-2.93504, 2.49402, 0.30776], [-2.65522, 2.82980, -1.41753], [-1.11583, 4.09417, 0.21600], [-0.31761, 3.21968, -1.13497], [0.46342, 0.10341, -1.22598], [0.86983, -0.34020, -2.23051], [1.30448, -0.82369, -3.32293], [0.38022, -1.15055, -4.45119], [0.76782, -0.33758, -5.67576], [2.24465, -0.52651, -6.01516], [3.13325, -0.15590, -4.83001], [2.76505, -0.96399, -3.59520], [-0.63775, -0.96558, -4.11512], [0.49131, -2.21992, -4.64242], [0.55186, 0.71955, -5.49651], [0.13732, -0.65636, -6.50634], [2.50804, 0.08184, -6.87875], [2.42617, -1.56702, -6.30003], [3.04200, 0.91096, -4.60735], [4.18222, -0.34596, -5.05874], [3.30951, -0.64025, -2.70908], [2.95374, -2.02763, -3.75215], [-1.56414, -0.87678, 6.84380], [-1.42537, -0.99240, 5.04404], [-1.59662, 0.64518, 4.50516], [-1.81743, 0.99659, 3.20072], [-2.24007, -0.18963, 1.96004], [-2.20909, 2.70049, 2.94366], [-1.92758, 3.25693, 4.57286], [-1.97965, 4.79720, 5.02878], [-1.56168, 1.93252, 5.66894], [-1.54613, -1.91060, 7.18431], [-2.51557, -0.43159, 7.12432], [-0.72292, -0.34120, 7.27609]], "mulliken_charge": [2.523, -0.511, -0.706, -0.290, -0.691, -0.527, 0.075, -0.381, -1.055, -0.458, -0.674, -0.866, -0.209, -0.565, -0.963, 0.011, -0.966, -0.618, -0.585, 0.723, 0.114, 0.611, 0.251, 0.534, 0.280, 0.042, 0.655, 0.252, 0.543, 0.815, 0.122, 0.236, 0.757, 0.389, 0.342, 0.240, 0.603, 0.519, 0.333, 0.413, 0.635, 0.488, 0.418, -0.603, 0.655, 0.084, -0.477, -0.698, -0.721, -0.608, -0.690, 0.329, 0.317, 0.275, 0.385, 0.341, 0.325, 0.268, 0.386, 0.459, 0.352, -1.177, 0.212, 0.654, -0.217, -0.824, -0.045, -0.019, -0.046, -0.008, 0.421, 0.435, 0.369]}

---

2.
{"formula": "C22H37N3O3", "method": "wB97M-V/def2-TZVPD", "de_lowest_kcal_mol": 46.47, "homo_energy_ev": -9.3, "orbital_gap_ev": 9.65, "smiles": "CCC(CC)(CC)C(=O)N1C[C@H]2ON=C(CNC(=O)C3CCCCCC3)[C@@H]2C1", "total_charge": 0, "e_lumo_ev": 0.316, "symbols": ["C", "C", "C", "C", "C", "C", "C", "C", "O", "N", "C", "C", "O", "N", "C", "C", "N", "C", "O", "C", "C", "C", "C", "C", "C", "C", "C", "C", "H", "H", "H", "H", "H", "H", "H", "H", "H", "H", "H", "H", "H", "H", "H", "H", "H", "H", "H", "H", "H", "H", "H", "H", "H", "H", "H", "H", "H", "H", "H", "H", "H", "H", "H", "H", "H"], "positions_angstrom": [[-3.35252, -1.76293, -0.66610], [-2.19308, -1.81288, 0.33046], [-0.97941, -2.66596, -0.11411], [-1.44855, -4.05448, -0.60153], [-2.27793, -4.85025, 0.40414], [-0.23007, -1.95032, -1.27176], [1.07865, -2.59573, -1.72376], [0.03374, -2.91198, 1.03373], [0.54877, -4.01307, 1.17692], [0.36341, -1.92744, 1.92751], [1.37357, -2.28711, 2.96231], [1.37352, -0.99604, 3.74365], [2.45336, -0.52364, 4.53013], [2.30090, 0.89463, 4.50208], [1.57731, 1.22541, 3.50298], [1.23773, 2.67581, 3.27803], [0.58374, 2.90311, 1.99779], [1.18635, 2.59246, 0.81700], [2.27416, 2.04413, 0.78814], [0.43356, 2.96884, -0.44849], [1.31014, 3.93746, -1.26204], [0.55599, 4.60747, -2.41442], [0.55234, 3.83536, -3.73852], [0.37876, 2.31538, -3.63281], [-0.59278, 1.83121, -2.55270], [0.05682, 1.67069, -1.17649], [1.29041, 0.02777, 2.65623], [0.10175, -0.46529, 1.87113], [-4.12465, -1.08547, -0.29864], [-3.03295, -1.39198, -1.64089], [-3.81638, -2.73634, -0.81632], [-1.87588, -0.78635, 0.50255], [-2.56145, -2.18124, 1.29221], [-2.01920, -3.90834, -1.52328], [-0.57180, -4.64308, -0.86443], [-2.54896, -5.81970, -0.01579], [-1.70882, -5.03379, 1.31542], [-3.20488, -4.34402, 0.67550], [-0.91481, -1.89672, -2.12201], [-0.02776, -0.91466, -0.98791], [1.51458, -2.01870, -2.54037], [1.80945, -2.63647, -0.91499], [0.93020, -3.61472, -2.07988], [1.04332, -3.16367, 3.51438], [2.34514, -2.50226, 2.51398], [0.46634, -0.94488, 4.36507], [0.54419, 2.99611, 4.05616], [2.14615, 3.27324, 3.38114], [-0.25866, 3.44923, 1.97914], [-0.48702, 3.49755, -0.18035], [1.67391, 4.71065, -0.57902], [2.19827, 3.41293, -1.62180], [-0.47200, 4.79839, -2.09240], [0.99075, 5.59177, -2.60159], [-0.24196, 4.24561, -4.36757], [1.48646, 4.03573, -4.26933], [0.05003, 1.94663, -4.60679], [1.34842, 1.84293, -3.45054], [-1.46392, 2.49210, -2.49340], [-0.97777, 0.85073, -2.84289], [0.96407, 1.06814, -1.28575], [-0.62115, 1.10315, -0.52851], [2.17632, -0.08523, 2.01698], [0.10171, -0.10564, 0.84650], [-0.84993, -0.21426, 2.34592]], "nbo_charge": [-0.612, -0.390, -0.130, -0.388, -0.618, -0.384, -0.613, 0.714, -0.640, -0.452, -0.222, 0.085, -0.368, -0.100, 0.208, -0.259, -0.621, 0.698, -0.637, -0.293, -0.399, -0.401, -0.395, -0.404, -0.407, -0.385, -0.273, -0.220, 0.212, 0.202, 0.209, 0.198, 0.210, 0.197, 0.230, 0.213, 0.224, 0.191, 0.204, 0.195, 0.210, 0.212, 0.212, 0.225, 0.212, 0.163, 0.228, 0.231, 0.402, 0.190, 0.211, 0.220, 0.190, 0.215, 0.202, 0.204, 0.212, 0.198, 0.196, 0.214, 0.216, 0.200, 0.243, 0.219, 0.195]}

---

Calculated values (hartree/bohr) of maximum force for the records, taken in order: 0.013 0.005.